(1)
Computed, not measured: the molecule C7H10N2O2S in a non-equilibrium geometry, with ωB97M-V/def2-TZVPD.

Results
- lowest unoccupied orbital energy (eV) = 0.30
- M (g mol⁻¹) = 186.24
- net charge = 0
- calculated total energy (eV) = -25325.425
- E_HOMO (eV) = -9.00

Each line ends with the natural charge from an NBO analysis.
Cartesian coordinates (Å):
S -2.36945 0.66516 -0.54518  0.418
O -0.82331 -2.66083 0.82945  -0.590
O -2.25026 -2.25390 -0.90873  -0.479
N -1.36072 3.10979 0.41047  -0.288
N -1.56644 -1.75630 -0.00941  0.331
C 1.52006 0.67918 0.06767  -0.459
C -0.52518 -0.17313 1.44796  -0.513
C 0.85547 1.05205 -2.34672  -0.402
C -1.81681 2.05594 0.19814  0.005
C -1.38497 -0.54045 0.36451  0.042
C 1.55961 0.40175 -1.38756  -0.188
C 0.91846 -0.39523 1.02733  -0.371
H -0.36597 0.94836 1.72243  0.262
H 1.62474 -0.30256 1.89166  0.216
H 0.94101 -1.50510 0.63460  0.228
H 0.34481 2.05118 -2.14425  0.189
H 2.64814 0.66927 0.26984  0.219
H 1.07219 1.61757 0.24413  0.219
H 2.18877 -0.27883 -1.84054  0.198
H 0.83268 0.78425 -3.44188  0.205
H -1.46245 -3.37080 1.17224  0.497
H -0.58036 -0.79739 2.34382  0.261

(2)
Computed, not measured: a 2-piece molecular cluster, CH3F3NS overall in a non-equilibrium geometry, with ωB97M-V/def2-TZVPD.

Results
- lowest unoccupied orbital energy (eV) = -8.98
- M (g mol⁻¹) = 118.10
- net charge = +1
- calculated total energy (eV) = -21549.357
- E_HOMO (eV) = -16.21

Each line ends with the natural charge from an NBO analysis.
Cartesian coordinates (Å):
S -3.57928 -0.17545 -0.12227  2.351
F -4.50924 -1.33030 0.21554  -0.407
F -4.41208 0.41974 -1.24113  -0.402
F -4.09324 0.75983 1.09495  -0.441
N -2.18878 -0.45532 -0.26290  -1.010
C 0.16612 1.02762 0.41044  0.256
H 0.31077 1.45572 -0.62498  0.248
H -0.45772 1.44032 1.18341  0.216
H 0.36579 0.05915 0.59797  0.190

(3)
Computed, not measured: the molecule C14H17N3O4 in a non-equilibrium geometry, with ωB97M-V/def2-TZVPD.

Results
- lowest unoccupied orbital energy (eV) = 0.30
- M (g mol⁻¹) = 291.31
- net charge = 0
- calculated total energy (eV) = -27449.871
- E_HOMO (eV) = -7.92

Each line ends with the natural charge from an NBO analysis.
Cartesian coordinates (Å):
O -5.62709 -0.60564 -0.63799  -0.758
O -4.59650 -0.14174 2.19428  -0.725
O -0.03881 -1.73828 -0.13991  -0.605
O -3.63899 1.79937 1.40811  -0.550
N 3.15148 2.00343 0.47280  -0.570
N -0.63896 1.77669 -0.40787  -0.812
N -2.11069 -0.86908 0.18447  -0.614
C -3.22580 -0.08341 0.01416  -0.201
C 2.17999 1.96019 -0.63851  0.002
C -4.20370 -1.08031 -0.72193  -0.060
C 1.92645 0.65000 -0.90780  -0.118
C -0.78258 -0.69867 -0.30545  0.664
C 4.85611 0.30219 1.17798  -0.249
C -0.61455 0.48906 -1.16188  -0.166
C 3.19759 -1.58327 -0.19345  -0.202
C -3.79339 0.62636 1.24911  0.803
C 2.90023 -0.21789 -0.31536  -0.081
C 0.84405 0.28449 -1.91426  -0.401
C 3.77499 0.68821 0.37642  0.140
C 4.23665 -1.96349 0.74670  -0.235
C 5.11169 -1.04547 1.39226  -0.221
H 4.13384 -3.05617 1.00706  0.217
H -0.14712 1.47297 0.46021  0.369
H -3.13288 0.63243 -0.76525  0.238
H -2.25293 -1.57216 0.87743  0.407
H 5.52144 0.86569 1.83425  0.221
H -1.34243 0.52003 -1.94666  0.213
H 5.76416 -1.39880 2.35344  0.225
H -4.18211 -2.27028 -0.42026  0.193
H -1.65274 1.95613 -0.16658  0.374
H -6.17742 -1.14086 0.19638  0.485
H 0.64741 1.17877 -2.64826  0.221
H -4.98043 0.51726 2.79307  0.497
H 3.92913 2.83201 0.45620  0.393
H 1.68910 2.84433 -0.90290  0.223
H 2.40396 -2.08428 -0.72761  0.242
H -3.90606 -1.12823 -1.89683  0.199
H 0.77687 -0.72158 -2.37558  0.241

- What is the formula in the first record?
  C7H10N2O2S

- The lowest lowest unoccupied orbital energy belongs to which entry?
  CH3F3NS